This record from the OMol25 dataset describes a molecular structure, C38H53N4NiOP2 at a distorted geometry. The level of theory is the ωB97M-V functional and the def2-TZVPD basis.

Each line ends with the Löwdin charge.
Element x y z (Å)
C 1.148 -2.373 -2.081  -0.33
C 1.217 -0.124 -2.549  -0.22
C 1.835 -2.679 -3.261  -0.03
C 2.156 -0.334 -3.589  -0.01
C 2.431 -1.661 -4.001  -0.03
H 1.886 -3.723 -3.589  0.12
H 2.637 0.534 -4.046  0.12
H 3.145 -1.858 -4.809  0.12
N 1.003 -1.109 -1.641  0.09
P 0.221 -2.765 0.469  1.10
P -0.096 2.408 -1.375  1.22
C 0.302 -3.329 -1.292  -0.22
H -0.705 -3.207 -1.691  0.09
H 0.585 -4.363 -1.471  0.08
C 0.177 1.002 -2.628  -0.28
H 0.413 1.626 -3.611  0.13
C -1.097 3.445 -2.540  -0.65
C 1.089 3.393 -0.297  -0.69
C -1.412 -3.416 1.146  -0.67
C 1.688 -3.704 1.150  -0.67
C -2.510 3.382 -1.945  -0.08
H -2.509 3.756 -0.919  0.08
H -3.213 4.000 -2.516  0.09
H -2.921 2.370 -1.915  0.06
C -0.649 4.892 -2.643  -0.11
H -0.666 5.454 -1.720  0.06
H 0.343 4.972 -3.081  0.07
H -1.317 5.436 -3.322  0.10
C -1.046 3.016 -4.020  -0.10
H -1.773 3.569 -4.617  0.11
H -0.075 3.245 -4.467  0.10
H -1.248 1.968 -4.202  0.03
C 0.169 4.277 0.536  -0.10
H -0.570 3.676 1.064  0.07
H 0.727 4.839 1.289  0.10
H -0.376 5.006 -0.050  0.05
C 1.812 2.474 0.684  -0.12
H 1.094 1.964 1.327  0.02
H 2.420 1.716 0.187  0.08
H 2.475 3.047 1.354  0.10
C 2.138 4.215 -1.039  -0.09
H 1.721 4.985 -1.681  0.05
H 2.769 4.753 -0.317  0.09
H 2.807 3.600 -1.644  0.09
C 1.683 -3.724 2.684  -0.08
H 2.635 -4.173 3.010  0.10
H 1.614 -2.726 3.130  0.07
H 0.884 -4.363 3.086  0.07
C 2.947 -2.997 0.625  -0.08
H 2.999 -3.018 -0.469  0.08
H 3.008 -1.956 0.954  0.05
H 3.828 -3.527 1.015  0.10
C 1.757 -5.162 0.670  -0.09
H 2.545 -5.673 1.240  0.10
H 0.836 -5.720 0.842  0.06
H 2.019 -5.250 -0.387  0.08
C -2.559 -2.892 0.267  -0.09
H -2.469 -3.228 -0.773  0.08
H -3.510 -3.277 0.670  0.10
H -2.623 -1.794 0.262  0.04
C -1.630 -2.923 2.588  -0.08
H -1.631 -1.827 2.650  0.06
H -2.616 -3.289 2.921  0.10
H -0.875 -3.311 3.284  0.07
C -1.457 -4.944 1.126  -0.10
H -1.255 -5.355 0.129  0.09
H -0.780 -5.399 1.858  0.07
H -2.473 -5.257 1.406  0.09
Ni -0.145 -0.477 0.356  0.18
C 1.252 -0.530 1.713  -0.12
O 2.064 -0.185 2.471  0.11
N -1.465 0.076 -0.946  0.08
C -1.133 0.487 -2.143  -0.43
C -2.105 0.034 -3.220  -0.17
C -3.372 -0.332 -2.777  -0.04
C -1.746 -0.202 -4.571  -0.04
C -4.344 -0.745 -3.687  -0.06
H -3.587 -0.400 -1.709  0.09
C -2.712 -0.599 -5.511  -0.06
H -0.722 -0.075 -4.915  0.11
C -4.015 -0.861 -5.049  -0.07
H -5.361 -1.011 -3.333  0.12
H -2.483 -0.714 -6.587  0.12
H -4.805 -1.132 -5.766  0.11
N -1.833 1.469 3.957  0.12
C -0.772 0.985 3.233  -0.12
N -1.203 0.645 2.007  0.06
C -2.572 0.985 1.924  -0.21
C -3.515 0.714 0.939  -0.04
C -4.857 0.905 1.224  -0.07
C -5.255 1.332 2.496  -0.07
C -4.321 1.628 3.491  -0.01
C -2.987 1.481 3.167  -0.20
H -1.791 1.753 4.938  0.17
H 0.218 0.909 3.697  0.13
H -3.145 0.366 -0.022  0.04
H -5.602 0.712 0.458  0.11
H -6.313 1.435 2.711  0.11
H -4.574 1.954 4.505  0.12

For the lowest unoccupied orbital energy (spin up / spin down), the calculation gives -0.094 / -0.138 Eh. For the HOMO energy (spin up / spin down), the calculation gives -9.739 / -8.988 eV. As for the charge: +1. Its expectation value of S² is 2.026. For the HOMO-LUMO gap (spin up / spin down), the calculation gives 7.181 / 5.226 eV. The spin multiplicity is 3. Its largest force on an atom is 4.55 eV/A. Its calculated total energy is -3964.72436 Ha.